Entry 1:
C48H130N10O14 as an isolated structure at a distorted geometry. Source: the Open Molecules 2025 dataset; level of theory: ωB97M-V/def2-TZVPD.

XYZ file:
```
202
Properties=species:S:1:pos:R:3
C 1.31991 3.87432 1.39210
C 1.27959 5.35314 1.83396
C 2.66808 6.07200 1.93708
O 2.33088 7.37177 2.29495
C 3.37490 8.34963 2.36042
N 0.44574 6.08590 0.87445
H 2.20014 3.42983 1.85657
H 1.47374 3.93479 0.31470
H 0.34175 3.41888 1.54658
H 0.73483 5.27857 2.77511
H 3.23367 5.96919 1.01097
H 3.31382 5.56639 2.65505
H 4.22802 8.08995 2.98721
H 3.05273 9.34498 2.66634
H 3.87017 8.26639 1.39302
H -0.49960 6.09073 1.22999
H 0.75346 7.04567 0.93978
C -4.10812 -3.90320 0.19465
C -3.77307 -3.39760 -1.26497
C -4.01306 -1.91378 -1.35724
O -3.21904 -1.19238 -0.45970
C -3.93725 -0.31401 0.38648
N -2.36569 -3.60219 -1.31470
H -5.10716 -3.64668 0.54711
H -3.47887 -3.44173 0.95570
H -3.99163 -4.97102 0.37985
H -4.30300 -3.98302 -2.01634
H -5.08677 -1.73062 -1.31617
H -3.72521 -1.60446 -2.36200
H -3.30504 0.44714 0.84371
H -4.31611 -0.89738 1.22568
H -4.75206 0.12866 -0.18644
H -2.20784 -3.06047 -2.15240
H -2.16139 -2.91176 -0.60642
C 5.21291 0.95380 -1.70956
C 3.83176 1.68427 -1.54195
C 3.65919 3.05742 -2.20613
O 4.66725 4.07166 -1.94015
C 4.74673 5.14585 -2.96218
N 2.77865 0.75278 -1.92050
H 5.67914 0.84917 -0.72988
H 5.88172 1.28139 -2.50549
H 5.11103 -0.13051 -1.75432
H 3.81758 1.86218 -0.46667
H 2.73198 3.59018 -1.99509
H 3.61898 2.94607 -3.28968
H 3.84040 5.30628 -3.54609
H 5.45340 4.89649 -3.75372
H 4.93866 6.09389 -2.45969
H 1.85915 1.01182 -1.59262
H 2.99434 -0.11426 -1.44952
C -1.21582 -5.06238 1.65062
C -1.39918 -6.28340 0.68969
C -1.98367 -5.97778 -0.73240
O -1.87097 -7.06959 -1.71227
C -2.87369 -8.08247 -1.60158
N -0.05880 -6.87118 0.54402
H -0.98398 -5.46373 2.63717
H -2.15974 -4.52786 1.75737
H -0.46395 -4.36677 1.27791
H -2.03401 -7.02219 1.17886
H -1.47961 -5.08541 -1.10344
H -2.98616 -5.55314 -0.67961
H -3.81786 -7.54838 -1.70839
H -2.71570 -8.74559 -0.75105
H -2.77467 -8.54173 -2.58512
H -0.18115 -7.81640 0.20984
H 0.41467 -6.38718 -0.20543
C -0.78622 3.49547 -3.91913
C -0.30632 4.62653 -2.93531
C -1.30533 5.03712 -1.96520
O -2.52028 5.57150 -2.55267
C -2.37485 6.80909 -3.13812
N 0.81196 4.03611 -2.32015
H -1.79860 3.76694 -4.21825
H -0.78718 2.47075 -3.54758
H -0.18001 3.44137 -4.82339
H -0.04655 5.49731 -3.53729
H -0.94151 5.78426 -1.25986
H -1.52365 4.17584 -1.33382
H -3.02021 7.53323 -2.64090
H -2.67172 6.75339 -4.18543
H -1.43605 7.36160 -3.09927
H 1.55456 3.72851 -2.93172
H 1.16183 4.69342 -1.63778
C -2.44978 -4.73248 4.80851
C -3.67531 -5.32560 4.04815
C -4.25072 -4.44994 2.91946
O -4.55915 -3.12996 3.32710
C -4.75329 -2.22741 2.21929
N -3.13804 -6.57842 3.61231
H -1.77339 -4.30678 4.06732
H -1.92007 -5.42329 5.46447
H -2.70768 -3.87147 5.42516
H -4.50571 -5.46660 4.73999
H -5.19974 -4.84165 2.55338
H -3.58376 -4.39455 2.05911
H -3.77169 -2.07116 1.77192
H -5.06489 -1.24156 2.56442
H -5.55970 -2.44049 1.51757
H -3.72878 -6.91449 2.86520
H -2.19626 -6.44340 3.27334
C 3.23827 1.22859 -6.22141
C 2.74203 1.06640 -4.74715
C 1.54725 0.05895 -4.58764
O 0.42517 0.45653 -5.44474
C -0.38307 1.54587 -5.03122
N 3.89491 0.64426 -3.99101
H 3.73925 0.28718 -6.44692
H 3.89226 2.09867 -6.27937
H 2.49095 1.55854 -6.94303
H 2.40575 1.96924 -4.23734
H 1.21592 0.12984 -3.55164
H 1.85108 -0.97727 -4.73611
H -1.03141 1.08881 -4.28367
H -0.93698 1.84962 -5.91949
H 0.10845 2.39539 -4.55705
H 3.63119 0.90216 -3.05077
H 4.68924 1.24594 -4.15568
C -2.93508 2.64713 -0.29782
C -2.48019 1.95467 1.02695
C -1.14382 2.59544 1.65166
O -0.62947 1.86913 2.70676
C 0.74905 1.51965 2.71270
N -3.45766 2.15673 1.97336
H -2.15939 2.24750 -0.95105
H -3.11094 3.72262 -0.27567
H -3.81283 2.08298 -0.61306
H -2.44041 0.87100 0.91657
H -1.01450 3.64563 1.91336
H -0.58416 2.55257 0.71729
H 1.45753 2.23286 2.29142
H 0.89972 0.58934 2.16505
H 1.09456 1.26424 3.71444
H -3.13442 3.04785 2.32196
H -3.18303 1.59007 2.76303
C 1.78724 -1.19125 3.93599
C 1.40586 -2.02027 2.68382
O 0.67255 -1.20238 1.79584
H 1.96078 -1.79556 4.82637
H 1.03976 -0.41435 4.09669
H 2.69858 -0.65243 3.67669
H 0.81476 -2.88645 2.98118
H 2.29485 -2.36292 2.15430
H 0.82035 -1.58461 0.92771
C -2.68297 -0.54631 2.95081
C -1.47569 -1.09642 3.84569
O -1.92304 -1.61322 5.03319
H -3.19917 -1.17229 2.22293
H -2.25887 0.15808 2.23521
H -3.48601 0.02250 3.41950
H -0.72238 -0.32210 3.99075
H -1.03078 -1.85749 3.20465
H -1.18579 -1.41808 5.61624
C 1.69411 -5.47443 1.16379
O 2.14542 -4.14853 0.93869
C 2.76561 -3.92668 -0.33696
C 2.39022 -2.46889 -0.66823
N 3.04978 -1.49050 0.20052
C 2.49231 -0.16344 0.05405
C 2.71263 0.67203 1.33564
O 3.75538 1.67501 1.23741
C 5.01302 1.08056 1.25044
H 0.71027 -5.77717 0.80531
H 1.78356 -5.77251 2.20841
H 2.42198 -6.14554 0.70783
H 2.38026 -4.59096 -1.11049
H 3.84730 -4.05916 -0.31444
H 1.33056 -2.38007 -0.42876
H 2.50932 -2.18905 -1.71494
H 2.94209 -1.66602 1.18931
H 1.42544 -0.14958 -0.16886
H 3.01621 0.45349 -0.67603
H 2.74562 0.11604 2.27259
H 1.71623 1.09551 1.46193
H 5.36862 0.67091 2.19588
H 5.81752 1.63416 0.76628
H 4.99464 0.27714 0.51406
C -2.18126 -3.39576 1.40769
O -1.60070 -2.54186 0.39827
C -1.48234 -1.17149 0.85456
C -0.46472 -0.38628 0.05855
N -1.04639 0.13068 -1.15262
C -0.03925 0.73447 -2.04054
C 0.69719 2.03320 -1.49812
O 1.77063 1.86136 -0.64720
C 2.30744 3.12542 -0.31594
H -2.24671 -4.45511 1.15955
H -3.18605 -3.07686 1.68484
H -1.46745 -3.39516 2.23145
H -1.13658 -1.23509 1.88632
H -2.44732 -0.66467 0.84725
H 0.32440 -1.13374 -0.02322
H 0.00847 0.42563 0.61083
H -1.91708 -0.31939 -1.39640
H -0.51794 1.09351 -2.95160
H 0.73504 -0.00617 -2.24061
H -0.08329 2.61171 -1.00387
H 1.05732 2.61491 -2.34665
H 1.72411 3.44144 0.54891
H 2.21424 3.91708 -1.05936
H 3.28385 3.01315 0.15535
```

Values from the calculation:
ΔE to the lowest compared entry with this formula, charge and spin, eV: 77.736
Frontier orbital gap, Eh: 0.2105
Total charge: 0
LUMO energy, Eh: 0.0139
2S+1: 1
HOMO, hartree: -0.197

Entry 2:
A 15-piece molecular cluster, C48H132N6O18 overall at a distorted geometry. Source: the Open Molecules 2025 dataset; level of theory: ωB97M-V/def2-TZVPD.

XYZ file:
```
204
Properties=species:S:1:pos:R:3
C -6.02268 -7.38071 -32.29903
C -5.21823 -6.05572 -32.52729
C -4.11588 -5.79949 -31.40159
O -4.81997 -5.67647 -30.10417
C -3.95747 -4.88258 -29.38458
N -4.67059 -6.27948 -33.84004
H -6.50629 -7.28833 -31.32656
H -5.27497 -8.16669 -32.19286
H -6.88806 -7.49811 -32.95127
H -5.87705 -5.19397 -32.63418
H -3.48918 -4.98164 -31.75721
H -3.47083 -6.67450 -31.32178
H -4.57647 -4.64052 -28.52066
H -3.62407 -3.97990 -29.89655
H -3.17154 -5.42610 -28.86019
H -5.40852 -6.23812 -34.52839
H -4.28011 -7.19831 -33.99294
C 1.34078 -1.81209 -31.20906
C -0.06065 -2.01582 -30.52954
C -0.93774 -0.65284 -30.80577
O -2.15341 -0.99042 -30.07713
C -3.19933 -0.27330 -30.70599
N -0.74398 -3.13666 -31.24544
H 1.90154 -0.99218 -30.76030
H 1.10880 -1.64777 -32.26133
H 1.93160 -2.72722 -31.16955
H -0.04701 -2.27381 -29.47060
H -1.10740 -0.53615 -31.87615
H -0.49522 0.27589 -30.44557
H -3.18141 0.77577 -30.41064
H -4.17302 -0.55295 -30.30373
H -3.14909 -0.24576 -31.79449
H -1.72333 -2.90746 -31.15354
H -0.54177 -2.89707 -32.20555
C -8.84411 1.97899 -29.72070
C -8.56731 0.62017 -30.43687
C -7.43866 0.79060 -31.45866
O -6.99614 -0.32284 -32.05896
C -7.93693 -1.10664 -32.77654
N -8.34342 -0.33647 -29.47497
H -9.60471 1.89550 -28.94441
H -9.13409 2.77898 -30.40190
H -7.91894 2.18075 -29.18083
H -9.46140 0.41418 -31.02533
H -6.61317 1.24063 -30.90716
H -7.76862 1.48948 -32.22728
H -7.31438 -1.84202 -33.28621
H -8.36785 -0.39822 -33.48404
H -8.64844 -1.53554 -32.07092
H -7.72105 -0.07979 -28.72205
H -7.82956 -1.00773 -30.02767
C -5.25405 3.78603 -21.84317
C -5.46819 3.30307 -23.25299
C -6.93508 3.27515 -23.57979
O -7.68588 2.35486 -22.85585
C -9.07985 2.53298 -22.93344
N -4.86029 4.33908 -24.08322
H -5.73174 3.19082 -21.06495
H -5.65545 4.79939 -21.83401
H -4.17914 3.92486 -21.72744
H -4.98035 2.35737 -23.48911
H -6.94474 2.85597 -24.58592
H -7.30101 4.30074 -23.53117
H -9.51683 1.85872 -22.19689
H -9.44958 2.31536 -23.93545
H -9.40738 3.53797 -22.66730
H -3.88376 4.50612 -23.88678
H -5.32684 5.18151 -23.77868
C -13.87978 5.29335 -26.63632
C -12.94049 5.45698 -25.35895
C -11.71535 4.55577 -25.37604
O -10.93062 4.58509 -26.53083
C -9.74639 3.83152 -26.43706
N -12.50689 6.86460 -25.47664
H -14.59081 4.49626 -26.41912
H -13.27329 4.99278 -27.49068
H -14.54371 6.10398 -26.93662
H -13.53945 5.39983 -24.45007
H -12.09669 3.53774 -25.29670
H -11.19425 4.79502 -24.44905
H -9.17982 4.37926 -25.68401
H -9.27673 3.86370 -27.42015
H -9.84206 2.80835 -26.07366
H -11.77050 6.85542 -26.16783
H -11.90996 7.07219 -24.68881
C -9.31484 -3.74492 -22.93985
C -10.67131 -2.96457 -23.14832
C -10.44781 -1.49989 -23.72112
O -11.69031 -0.94141 -23.83760
C -11.82793 0.37021 -24.42784
N -11.39519 -3.83137 -24.13991
H -9.36261 -4.66776 -22.36176
H -8.52654 -3.16767 -22.45664
H -8.77324 -3.94741 -23.86385
H -11.22898 -3.00109 -22.21249
H -9.98557 -1.55577 -24.70668
H -9.78564 -0.88996 -23.10662
H -11.15469 1.04417 -23.89811
H -12.78736 0.82555 -24.18235
H -11.73858 0.20956 -25.50222
H -11.06823 -3.47898 -25.02818
H -12.28704 -3.35784 -24.16114
C -2.07874 -2.96711 -27.03857
C -2.76486 -1.73726 -26.45508
C -1.77491 -0.58835 -26.24800
O -3.71617 -1.39964 -27.44814
H -2.69965 -3.85567 -26.92447
H -1.13461 -3.21025 -26.55113
H -1.64749 -2.69401 -28.00167
H -3.29019 -2.00191 -25.53743
H -1.49738 0.00294 -27.12060
H -0.83749 -0.95750 -25.83198
H -2.22631 0.16432 -25.60159
H -3.24029 -1.31985 -28.27806
C -7.25758 -2.23576 -26.67729
C -6.96099 -0.89707 -26.12836
C -6.16351 -0.94182 -24.84245
O -6.24108 -0.22456 -27.09248
H -6.34107 -2.79079 -26.87738
H -7.76149 -2.30601 -27.64126
H -7.89076 -2.78064 -25.97708
H -7.91883 -0.37709 -26.11249
H -6.71979 -1.30774 -23.97946
H -5.77911 0.02514 -24.51788
H -5.37193 -1.69052 -24.87316
H -5.31338 -0.47128 -27.10296
C -4.98835 3.76398 -29.29552
C -5.06788 3.26675 -27.90213
C -3.91495 2.20188 -27.59669
O -4.98514 4.36160 -27.05082
H -4.57841 3.09666 -30.05363
H -4.32935 4.62317 -29.42049
H -5.95138 4.23829 -29.48445
H -6.05912 2.83836 -27.75373
H -3.85590 1.32503 -28.24147
H -3.81138 1.90539 -26.55291
H -2.92174 2.61819 -27.76496
H -4.90615 4.08902 -26.13373
C -7.23987 -6.15123 -26.56486
C -7.49248 -7.11411 -27.76141
C -8.10598 -6.45222 -28.93594
O -6.24842 -7.61378 -28.13116
H -8.17707 -5.64258 -26.33897
H -6.55608 -5.30782 -26.66065
H -6.83128 -6.65136 -25.68677
H -8.20626 -7.91050 -27.55071
H -8.33919 -7.23778 -29.65471
H -7.39856 -5.74917 -29.37567
H -9.07957 -5.99429 -28.76125
H -5.96638 -7.12390 -28.90709
C -6.17230 1.08923 -18.62689
C -6.39361 -0.35127 -19.29180
C -5.33248 -0.63857 -20.37214
O -6.50615 -1.34389 -18.37692
H -6.83554 1.24435 -17.77591
H -6.08107 1.99328 -19.22895
H -5.12767 1.05028 -18.31813
H -7.41591 -0.34047 -19.66979
H -4.32599 -0.69503 -19.95753
H -5.32955 0.11032 -21.16412
H -5.51187 -1.58175 -20.88822
H -5.95713 -2.04714 -18.73136
C -4.58769 -4.95287 -22.46823
C -3.39936 -5.83899 -22.13483
C -3.17651 -6.99135 -23.21802
O -2.20923 -5.02089 -22.15451
H -4.38464 -4.20651 -23.23623
H -4.88181 -4.45037 -21.54678
H -5.47940 -5.46970 -22.82298
H -3.59245 -6.29342 -21.16307
H -2.17701 -7.42241 -23.16079
H -3.26335 -6.77832 -24.28347
H -3.91182 -7.78481 -23.08438
H -1.46680 -5.62341 -22.24021
C -11.74923 -7.44483 -27.76313
C -11.45884 -6.24544 -26.90969
O -11.75264 -6.59501 -25.55815
O -10.76612 -8.39905 -27.82013
H -11.82670 -7.06939 -28.78349
H -12.63419 -8.02985 -27.51272
H -11.92603 -5.34539 -27.30937
H -10.40364 -5.97218 -26.90895
H -11.51280 -5.91212 -24.92749
H -10.67358 -8.68501 -26.90839
C -12.00787 -2.53695 -27.60689
C -11.72159 -1.59428 -28.80766
O -10.95357 -0.49894 -28.28984
O -10.82201 -3.12670 -27.14186
H -12.65739 -3.34666 -27.93945
H -12.55059 -1.92613 -26.88547
H -12.64819 -1.20794 -29.23221
H -11.26456 -2.21917 -29.57495
H -10.17892 -0.44109 -28.85389
H -10.14896 -2.46828 -27.32920
C -1.63558 -1.84693 -21.92002
C -0.28987 -1.72612 -22.74558
O 0.89410 -2.05880 -22.05218
O -1.46511 -2.87891 -20.88116
H -2.49241 -2.16856 -22.51203
H -1.93069 -0.92499 -21.41899
H -0.13779 -0.68331 -23.02405
H -0.34504 -2.20908 -23.72119
H 0.67215 -2.80357 -21.48857
H -1.90444 -3.67107 -21.19909
```

Values from the calculation:
Frontier orbital gap, Eh: 0.3456
Total charge: 0
LUMO energy, Eh: 0.0128
2S+1: 1
HOMO, hartree: -0.333